This record from the OMol25 dataset describes a molecular structure, C4H8ClN at a distorted geometry. The level of theory is the ωB97M-V functional and the def2-TZVPD basis.

```
14
Properties=species:S:1:pos:R:3:forces:R:3
C 1.10840 0.33156 0.51218 4.29 -1.16 -0.28
C -0.09334 -0.24357 -0.08454 0.88 3.21 0.24
C 0.03563 -0.46034 -1.56574 0.51 -0.31 -0.97
C -1.26612 -0.45445 0.81689 0.64 -2.83 -1.18
N 0.64010 1.55208 0.06726 -1.75 -0.12 0.49
Cl 1.37538 0.07859 2.29130 -0.13 0.01 -0.09
H 2.16692 0.04915 0.02180 -2.34 0.33 1.02
H 1.07963 -0.43180 -1.94059 -0.18 -0.75 0.85
H -0.25273 0.39896 -2.11604 -1.01 1.20 -0.11
H -0.50638 -1.24984 -2.09516 0.04 -0.38 0.82
H -2.13624 -0.58586 0.15275 -0.04 -0.12 1.01
H -1.36201 0.22400 1.60133 -0.39 1.89 0.62
H -0.99243 -1.33553 1.49756 -0.74 0.30 -1.41
H 0.20321 2.12703 0.84100 0.22 -1.25 -1.02
```
Forces are in eV/Å.

Summary:
ΔE to the lowest compared entry with this formula, charge and spin	228.7	kJ/mol
M	105.57	g mol⁻¹
LUMO	0.797	eV
strongest force on any atom	4.5	eV/Å
HOMO energy	-8.805	eV
electronic energy	-18287.4016	eV
frontier orbital gap	9.601	eV
multiplicity	1